Here is a cluster of 2 separate species, C6H12O in total at a distorted geometry from OMol25. Energies are from the ωB97M-V functional and the def2-TZVPD basis.

Calculated values
**Energy above the lowest of the compared OMol25 structures with the same formula, charge and spin**: 202.3 kJ/mol
**Calculated total energy**: -310.98223 Ha
**HOMO energy**: -9.160 eV
**Kohn-Sham gap**: 0.3744 Ha
**F_max**: 1.03 eV/Å

```
19
C6H12O (the ωB97M-V functional and the def2-TZVPD basis)
C -1.81 -0.92 1.40
C -0.70 -1.01 0.68
C -0.62 -0.46 -0.71
C -1.62 0.63 -1.08
H -2.59 -0.22 1.13
H -1.98 -1.56 2.26
H 0.12 -1.65 0.99
H 0.38 -0.03 -0.90
H -0.72 -1.33 -1.37
H -1.35 1.01 -2.07
H -2.66 0.30 -1.12
H -1.55 1.46 -0.37
C 2.67 0.18 -0.01
C 1.43 0.97 0.32
O 0.78 0.78 1.33
H 2.56 -0.88 0.21
H 3.42 0.58 0.67
H 3.02 0.32 -1.04
H 1.19 1.83 -0.33
```